No. 1
{"formula": "C3H8BNO", "method": "ωB97M-V/def2-TZVPD", "multiplicity": 3, "homo_ev": [-5.73, -10.25], "s_squared": 2.005, "e_lumo_ha": [0.029, -0.091], "total_charge": 0, "gap_ev": [6.52, 7.77], "e_above_lowest_kcal_mol": 100.9, "species": ["C", "H", "H", "H", "H", "H", "B", "O", "H", "C", "H", "H", "N", "C"], "xyz": [[0.908, 1.254, 1.556], [-0.637, -1.745, -1.651], [2.432, -1.485, 0.435], [-1.724, -1.274, -0.413], [-2.705, 0.509, -3.080], [-0.230, 1.397, 1.524], [-2.189, -0.039, -2.220], [-1.270, 0.446, -1.392], [0.555, -0.928, 1.604], [-1.386, -0.971, -1.298], [1.394, 1.668, 2.546], [1.357, 1.859, 0.704], [2.273, -0.477, 0.474], [1.222, -0.214, 1.212]]}

No. 2
{"formula": "C3H8BaClF5NOP2S", "method": "ωB97M-V/def2-TZVPD", "homo_ev": -10.85, "e_lumo_ha": -0.171, "total_charge": 1, "gap_ev": 6.19, "e_above_lowest_kcal_mol": 0.0, "species": ["H", "F", "H", "F", "F", "C", "O", "N", "Ba", "S", "H", "P", "H", "Cl", "C", "H", "C", "H", "H", "F", "H", "F", "P"], "xyz": [[3.435, -0.556, -1.729], [-2.595, -2.052, 0.335], [3.304, -0.362, 1.725], [-1.096, 2.772, -0.355], [0.177, 0.783, -1.847], [-2.032, 0.110, -0.501], [2.494, 0.138, 1.615], [3.131, -0.723, -0.771], [1.899, 1.079, 3.258], [0.170, -1.890, -1.301], [-2.394, 0.633, 0.383], [2.229, 0.599, -0.231], [-0.125, -2.517, -0.161], [-0.312, -0.747, 1.812], [-2.835, -1.161, -0.689], [-3.896, -0.923, -0.673], [-0.379, 1.975, 0.434], [-2.573, -1.664, -1.616], [-2.219, 0.753, -1.368], [0.816, 2.659, 0.669], [3.958, -1.008, -0.260], [-0.982, 2.016, 1.663], [-0.176, 0.084, -0.390]]}

No. 3
{"formula": "C3H8BiO3", "method": "ωB97M-V/def2-TZVPD", "multiplicity": 2, "homo_ev": [-20.36, -20.26], "s_squared": 0.765, "e_lumo_ha": [-0.382, -0.430], "total_charge": 2, "gap_ev": [9.95, 8.58], "e_above_lowest_kcal_mol": 0.0, "species": ["H", "Bi", "H", "H", "C", "C", "H", "H", "H", "H", "O", "O", "H", "O", "C"], "xyz": [[-0.588, 1.483, 1.423], [1.887, 0.350, -0.422], [-0.650, -2.491, 0.667], [-1.339, 0.011, -1.177], [0.018, -2.128, -0.124], [-1.017, 0.038, -0.125], [-1.531, 2.119, 0.034], [1.005, -2.590, -0.018], [-0.406, -2.358, -1.110], [0.793, 2.759, -0.033], [0.189, -0.717, 0.014], [0.509, 1.845, -0.288], [-1.805, -0.398, 0.503], [3.653, 0.634, 0.323], [-0.720, 1.446, 0.333]]}

No. 4
{"formula": "C3H8Br2N", "method": "ωB97M-V/def2-TZVPD", "homo_ev": -14.65, "e_lumo_ha": -0.180, "total_charge": 1, "gap_ev": 9.76, "e_above_lowest_kcal_mol": 32.7, "species": ["N", "H", "H", "Br", "C", "H", "H", "C", "C", "Br", "H", "H", "H", "H"], "xyz": [[-0.435, -0.335, -0.206], [-0.307, 0.484, 1.812], [-1.943, 1.015, -0.847], [2.393, 1.461, 0.171], [0.098, -1.270, -0.891], [-0.384, 0.853, -1.893], [3.426, 1.180, 1.081], [-0.894, 0.865, -0.938], [-0.637, -0.391, 1.193], [0.717, -2.860, -0.248], [-0.416, 1.798, -0.530], [-0.177, -1.282, 1.678], [0.380, -0.999, -1.934], [-1.821, -0.521, 1.553]]}

No. 5
{"formula": "C3H8Br2Si", "method": "ωB97M-V/def2-TZVPD", "homo_ev": -7.80, "e_lumo_ha": 0.010, "total_charge": 0, "gap_ev": 8.07, "e_above_lowest_kcal_mol": 113.3, "species": ["Br", "C", "H", "Si", "H", "C", "H", "C", "H", "H", "H", "H", "Br", "H"], "xyz": [[-2.402, -1.043, 0.854], [0.675, -0.342, -1.867], [0.672, -1.373, -1.641], [0.975, 0.544, -0.213], [1.042, -0.171, 2.197], [0.912, -0.614, 1.239], [-0.371, 0.061, -2.114], [-2.433, 0.840, 1.309], [-0.008, -1.117, 1.247], [2.085, 1.648, -0.335], [-3.350, 1.003, 0.735], [1.471, -0.083, -2.582], [-1.001, 1.965, 0.124], [1.734, -1.320, 1.048]]}

No. 6
{"formula": "C3H8BrFNO4PS", "method": "ωB97M-V/def2-TZVPD", "homo_ev": -9.80, "e_lumo_ha": -0.044, "total_charge": 0, "gap_ev": 8.61, "species": ["O", "C", "H", "P", "Br", "H", "O", "O", "C", "H", "H", "F", "N", "C", "H", "H", "H", "S", "H", "O"], "xyz": [[0.711, -0.548, -2.729], [-1.087, 2.085, -0.155], [1.958, 0.004, 2.715], [1.486, -1.545, 1.052], [-3.562, 0.469, -0.080], [-1.651, 2.955, -0.715], [2.520, -0.602, 2.125], [0.383, -2.560, 1.937], [-1.653, 0.660, -0.773], [-1.333, -0.956, 0.803], [-0.299, -2.036, 2.451], [2.881, -1.405, -1.290], [0.660, -0.328, 0.044], [-0.793, -0.662, -0.216], [-1.756, 0.672, -1.944], [-0.964, -1.545, -0.973], [-1.363, 2.174, 1.001], [1.577, -0.254, -1.473], [0.066, 2.240, -0.284], [2.219, 1.183, -1.495]]}

No. 7
{"formula": "C3H8BrMn2O", "method": "ωB97M-V/def2-TZVPD", "multiplicity": 11, "homo_ev": [-20.88, -20.88], "s_squared": 30.007, "e_lumo_ha": [-0.541, -0.540], "total_charge": 3, "gap_ev": [6.15, 6.19], "e_above_lowest_kcal_mol": 2.7, "species": ["H", "Mn", "H", "C", "C", "H", "H", "O", "C", "Mn", "H", "Br", "H", "H", "H"], "xyz": [[-2.096, 13.497, -12.838], [-1.501, 13.036, -16.918], [-3.668, 15.106, -14.479], [-2.797, 15.655, -14.848], [-1.706, 14.516, -12.882], [-2.235, 15.212, -12.232], [-0.127, 13.712, -14.698], [-0.941, 13.983, -15.155], [-1.529, 15.048, -14.279], [-1.692, 16.565, -20.660], [-2.930, 16.702, -14.600], [-1.357, 15.240, -18.440], [-2.842, 15.477, -15.934], [-0.791, 15.852, -14.272], [-0.758, 14.430, -12.332]]}

No. 8
{"formula": "C3H8BrMnO", "method": "ωB97M-V/def2-TZVPD", "multiplicity": 6, "homo_ev": [-12.20, -12.20], "s_squared": 8.760, "e_lumo_ha": [-0.299, -0.297], "total_charge": 1, "gap_ev": [4.07, 4.11], "e_above_lowest_kcal_mol": 18.4, "species": ["H", "H", "O", "H", "C", "Br", "H", "Mn", "C", "H", "H", "C", "H", "H"], "xyz": [[-0.907, 1.895, 1.193], [0.959, -0.312, 0.407], [1.270, 0.529, 0.065], [-0.210, -1.269, -1.101], [-0.335, -0.260, -1.492], [0.820, -2.474, 1.788], [-0.961, 0.094, 1.173], [2.903, -2.712, 3.240], [-0.932, 1.001, 0.570], [-1.873, 1.117, 0.032], [-1.371, -0.073, -1.775], [0.086, 0.877, -0.581], [0.268, -0.215, -2.399], [0.283, 1.803, -1.121]]}

No. 9
{"formula": "C3H8BrN2O", "method": "ωB97M-V/def2-TZVPD", "homo_ev": -14.68, "e_lumo_ha": -0.165, "total_charge": 1, "gap_ev": 10.18, "e_above_lowest_kcal_mol": 2.4, "species": ["H", "H", "H", "Br", "O", "H", "H", "N", "H", "C", "C", "H", "N", "H", "C"], "xyz": [[1.233, -0.875, 1.010], [-0.678, -2.031, -1.267], [-2.249, -1.609, -1.027], [-4.031, -0.025, 0.113], [-0.100, 1.877, -0.472], [0.549, 2.208, 0.162], [-1.969, 1.561, 0.324], [-1.361, -1.421, -0.770], [0.318, 0.552, 1.711], [0.905, 0.145, 0.930], [0.167, 0.490, -0.360], [0.872, 0.261, -1.124], [-2.230, 0.561, 0.016], [1.902, 0.766, 0.941], [-1.189, -0.200, -0.448]]}

No. 10
{"formula": "C3H8BrOPS", "method": "ωB97M-V/def2-TZVPD", "homo_ev": -9.43, "e_lumo_ha": -0.051, "total_charge": 0, "gap_ev": 8.03, "e_above_lowest_kcal_mol": 37.6, "species": ["H", "P", "H", "C", "S", "H", "O", "Br", "H", "H", "C", "H", "H", "H", "C"], "xyz": [[-0.687, 2.037, 0.157], [-0.266, -0.568, 0.559], [2.779, -1.405, -0.125], [-1.459, 1.669, -0.549], [-0.421, -0.367, 2.486], [3.066, 0.154, 0.547], [1.262, -0.194, -0.149], [-0.304, -3.327, -0.065], [2.130, -0.970, 1.437], [-2.363, -0.506, -0.709], [-1.378, 0.129, -0.656], [-1.391, 2.192, -1.588], [-2.485, 1.999, -0.206], [-0.892, -0.194, -1.589], [2.411, -0.651, 0.450]]}

No. 11
{"formula": "C3H8BrPS", "method": "ωB97M-V/def2-TZVPD", "homo_ev": [-8.21, -8.71], "e_lumo_ha": [-0.017, -0.048], "total_charge": 0, "gap_ev": [7.74, 7.39], "e_above_lowest_kcal_mol": 64.4, "species": ["H", "Br", "C", "P", "C", "H", "H", "H", "H", "H", "H", "H", "S", "C"], "xyz": [[0.065, 1.073, 1.522], [3.372, 0.058, -0.853], [-1.129, -0.032, -1.101], [1.363, -0.823, -0.329], [0.828, 0.574, 2.122], [0.563, 1.387, -1.258], [-1.908, 0.504, -1.610], [-1.251, 0.336, -0.021], [0.544, 0.064, -2.383], [-1.365, -1.148, -1.282], [0.550, -0.067, 2.961], [1.802, 1.084, 2.092], [1.252, -2.753, -0.371], [0.336, 0.258, -1.373]]}

No. 12
{"formula": "C3H8Cl3HgO2", "method": "ωB97M-V/def2-TZVPD", "homo_ev": -4.57, "e_lumo_ha": -0.100, "total_charge": -1, "gap_ev": 1.86, "e_above_lowest_kcal_mol": 174.6, "species": ["C", "H", "H", "Cl", "C", "Cl", "O", "H", "C", "Hg", "H", "Cl", "H", "H", "H", "H", "O"], "xyz": [[3.655, -2.809, 2.992], [1.992, 5.332, -1.655], [-6.826, -1.180, -1.129], [3.046, 4.885, 0.447], [-5.969, -0.615, -0.761], [1.546, 3.081, -1.254], [-4.877, -1.273, -1.249], [3.543, -3.878, 3.177], [2.576, 4.503, -1.256], [-0.572, -1.650, -0.594], [-6.084, 0.387, -1.174], [-0.397, -3.291, -4.724], [4.709, -2.622, 2.785], [3.493, 4.366, -1.830], [-6.034, -0.641, 0.327], [3.453, -2.240, 3.899], [2.748, -2.355, 2.001]]}

No. 13
{"formula": "C3H8Cl6O", "method": "ωB97M-V/def2-TZVPD", "homo_ev": -10.95, "e_lumo_ha": 0.019, "total_charge": 0, "gap_ev": 11.47, "e_above_lowest_kcal_mol": 3.1, "species": ["C", "Cl", "Cl", "C", "O", "Cl", "H", "Cl", "H", "Cl", "H", "C", "H", "H", "H", "H", "H", "Cl"], "xyz": [[0.141, 2.159, 0.540], [1.797, -1.701, -2.927], [-1.891, -3.934, -1.010], [3.148, -1.196, -1.906], [-4.213, 3.359, 2.863], [-1.459, 1.976, 1.218], [0.476, 1.277, 0.004], [1.394, 2.499, 1.767], [-3.349, 3.575, 2.492], [-0.906, -1.273, -0.235], [3.685, -2.069, -1.560], [-0.591, -3.030, -0.258], [0.317, -3.188, -0.826], [3.747, -0.527, -2.508], [-0.518, -3.359, 0.771], [0.178, 2.973, -0.178], [-4.624, 2.784, 2.207], [2.666, -0.326, -0.453]]}

No. 14
{"formula": "C3H8ClIN3", "method": "ωB97M-V/def2-TZVPD", "homo_ev": -13.24, "e_lumo_ha": -0.155, "total_charge": 1, "gap_ev": 9.04, "e_above_lowest_kcal_mol": 13.5, "species": ["C", "H", "H", "H", "N", "H", "C", "N", "H", "H", "I", "H", "C", "Cl", "N", "H"], "xyz": [[-0.485, 0.261, 0.265], [1.939, 1.330, 2.357], [0.880, 1.560, -0.702], [0.630, -1.595, 0.488], [-0.132, 1.322, -0.780], [-1.556, 0.395, 0.418], [-0.131, -1.133, -0.240], [1.334, 1.309, 1.539], [0.840, -1.665, -1.883], [-0.481, 0.871, -1.589], [-1.959, -2.589, 0.048], [-0.657, 2.174, -0.622], [0.320, 0.534, 1.560], [-0.121, -0.422, 3.034], [0.181, -1.049, -1.666], [-0.601, -1.305, -2.229]]}

No. 15
{"formula": "C3H8ClN", "method": "ωB97M-V/def2-TZVPD", "homo_ev": -9.08, "e_lumo_ha": 0.038, "total_charge": 0, "gap_ev": 10.10, "e_above_lowest_kcal_mol": 7.4, "species": ["H", "C", "H", "C", "H", "H", "C", "H", "N", "H", "Cl", "H", "H"], "xyz": [[-0.898, 1.211, 1.279], [-0.844, 0.919, 0.209], [1.124, 1.793, 0.061], [2.535, -0.455, -0.091], [0.551, 0.864, -1.353], [2.859, 0.533, -0.566], [0.564, 0.856, -0.255], [2.720, -1.288, -0.841], [1.136, -0.347, 0.270], [-1.454, 1.692, -0.323], [-1.805, -0.549, -0.081], [3.181, -0.631, 0.786], [1.115, -0.331, 1.274]]}

No. 16
{"formula": "C3H8ClN", "method": "ωB97M-V/def2-TZVPD", "homo_ev": -9.47, "e_lumo_ha": 0.033, "total_charge": 0, "gap_ev": 10.37, "e_above_lowest_kcal_mol": 72.3, "species": ["H", "H", "H", "C", "N", "H", "H", "C", "H", "H", "Cl", "C", "H"], "xyz": [[0.981, 1.710, 0.253], [-0.253, 2.598, 1.928], [1.854, -0.874, -0.175], [0.768, -1.109, 0.137], [0.073, 1.276, 0.182], [0.781, -2.031, 0.760], [-1.659, 0.997, 1.726], [0.287, 0.054, 1.052], [-1.745, 2.705, 0.405], [-0.583, -0.265, 1.655], [-0.075, -1.115, -1.397], [-0.981, 1.909, 1.126], [0.942, 0.051, 2.047]]}

In the order shown, the computed E_tot values come out to -273.707121 -2314.788444 -558.550188 -5321.585349 -5556.515224 -3888.124490 -5069.133781 -3919.009371 -2877.583446 -3507.895001 -3432.588825 -1803.313415 -2955.481183 -1040.980100 -634.022824 -633.919368 hartree.
In the order shown, the computed molecular weight values come out to 84.915 435.889 301.074 217.912 231.991 284.043 249.876 194.938 168.014 203.041 187.042 383.044 272.814 248.475 93.557 93.557 g/mol.